# C19H37N4OPdSSi

C19H37N4OPdSSi as an isolated structure at a distorted geometry (ωB97M-V/def2-TZVPD, OMol25).

Calculated values
LUMO energy (spin up / spin down): -9.9373 / -12.6952 eV
orbital gap (spin up / spin down): 0.29363 / 0.23338 Eh
molecular weight: 504.1 g/mol
relative energy (zero: lowest compared OMol25 entry of this formula, charge and spin): 195.7 kJ/mol
total charge: +3
electronic energy: -1854.9262 hartree
multiplicity: 5

Last column: Mulliken spin population.
Cartesian coordinates (Å):
Pd  -0.65999  0.26515  0.46947  0.581
C  -1.90723  3.05971  1.21711  0.046
C  -1.57678  3.46698  -0.20992  -0.010
N  -1.41629  2.31718  -1.06868  0.744
C  -2.50748  1.43239  -1.46757  0.037
C  -2.54842  0.36567  -0.38298  0.106
S  -1.85598  -0.78231  2.41851  1.250
C  -2.10964  0.70716  3.35719  -0.074
C  -1.02444  1.72450  3.11214  0.063
N  -0.88773  2.09050  1.67557  0.074
H  -2.88844  2.59176  1.26751  -0.001
H  -1.93349  3.95205  1.84577  -0.004
H  -0.65457  4.04733  -0.24626  0.010
H  -2.38148  4.08566  -0.62922  0.043
H  -0.61182  2.32613  -1.68881  -0.043
H  -2.24468  1.02232  -2.44078  0.009
H  -3.42375  2.01872  -1.56415  0.013
H  -2.77713  -0.61699  -0.77521  -0.037
H  -3.22331  0.63366  0.42364  -0.028
H  -2.16595  0.43943  4.41318  0.003
H  -3.10286  1.07706  3.07359  0.047
H  -0.06235  1.33012  3.43100  0.010
H  -1.24146  2.61835  3.70450  0.000
H  0.03357  2.51062  1.56275  -0.002
C  1.98959  2.69874  -1.83584  -0.002
C  1.75600  1.24941  -2.12481  0.076
C  2.49687  0.60400  -3.15713  0.240
C  2.27985  -0.73192  -3.42748  -0.046
C  1.34478  -1.44197  -2.69083  0.176
C  0.63399  -0.77035  -1.66835  -0.002
N  0.87347  0.57613  -1.42090  0.168
N  -0.27131  -1.28490  -0.84878  0.528
Si  -0.98240  -3.03205  -1.05739  -0.023
C  -1.80312  -2.94521  -2.68924  0.017
C  -2.16691  -3.29312  0.30684  0.016
C  0.41034  -4.20983  -0.90162  0.017
H  1.67349  3.32386  -2.67572  0.001
H  3.05448  2.89462  -1.70009  -0.001
H  1.47158  3.02309  -0.93213  0.003
H  3.22988  1.16948  -3.71795  -0.003
H  2.83578  -1.23015  -4.21096  0.005
H  1.16643  -2.48620  -2.89180  0.026
H  -2.63858  -2.24091  -2.68083  0.003
H  -2.23579  -3.92999  -2.89726  0.001
H  -1.14553  -2.71133  -3.52506  -0.002
H  -2.98066  -2.57137  0.37798  -0.008
H  -1.70550  -3.44070  1.28334  0.000
H  -2.64785  -4.24949  0.06434  0.001
H  1.03186  -4.31891  -1.78980  -0.002
H  -0.02485  -5.20006  -0.72790  0.000
H  1.03756  -3.98284  -0.03826  0.000
C  3.58027  0.19550  2.01415  -0.001
C  3.07912  -1.15618  2.53922  -0.006
C  1.81892  -1.35360  1.73437  -0.026
O  1.23611  -0.00917  1.64107  -0.020
C  2.29101  0.98894  1.82293  0.002
H  4.11926  0.08954  1.07367  0.000
H  4.24359  0.67995  2.72865  0.000
H  2.88162  -1.12626  3.60875  0.001
H  3.79760  -1.95246  2.34847  0.000
H  1.07491  -1.99732  2.20383  0.017
H  2.02977  -1.70362  0.72291  0.005
H  2.03198  1.57463  2.70764  0.001
H  2.30408  1.61887  0.93364  0.004